The following is a DFT calculation (ωB97M-V with the def2-TZVPD basis set) of a molecular structure, C41H36As2BrF4N4O8PSbSe5Ti in a non-equilibrium geometry.

Atoms and positions in Å:
Ti (-0.12, 0.75, -0.41)
F (1.15, -5.47, -5.56)
C (1.42, -4.44, -4.76)
C (2.70, -3.91, -4.72)
F (3.66, -4.41, -5.50)
C (2.98, -2.85, -3.87)
F (4.23, -2.37, -3.81)
C (1.99, -2.29, -3.07)
P (2.36, -0.87, -1.94)
C (3.11, 0.21, -3.22)
C (4.24, 1.01, -3.04)
C (4.65, 1.88, -4.03)
C (3.92, 2.01, -5.20)
C (2.78, 1.24, -5.37)
C (2.38, 0.35, -4.40)
C (3.69, -1.73, -0.99)
C (3.17, -2.68, -0.12)
C (3.98, -3.34, 0.79)
C (5.33, -3.03, 0.85)
C (5.86, -2.11, -0.04)
C (5.05, -1.46, -0.96)
C (0.71, -2.82, -3.14)
Br (-0.62, -2.09, -2.04)
C (0.41, -3.89, -3.97)
F (-0.82, -4.39, -4.02)
H (4.81, 0.96, -2.12)
H (5.54, 2.47, -3.88)
H (4.24, 2.70, -5.96)
H (2.18, 1.33, -6.27)
H (1.48, -0.23, -4.55)
H (2.11, -2.94, -0.16)
H (3.55, -4.08, 1.46)
H (5.97, -3.51, 1.58)
H (6.92, -1.88, -0.02)
H (5.50, -0.78, -1.66)
Se (-4.55, -1.77, -1.18)
Sb (-3.56, -0.31, 0.44)
Se (-1.08, -0.86, 1.00)
Se (-2.26, 1.63, -0.37)
Se (-4.95, 0.00, 2.35)
C (2.52, 4.14, 2.22)
O (1.85, 3.69, 1.06)
C (1.70, 4.64, 0.09)
O (1.84, 5.81, 0.30)
C (1.19, 4.09, -1.14)
C (1.78, 4.30, -2.32)
As (1.14, 4.00, -4.18)
C (1.35, 5.77, -4.98)
C (-0.65, 4.08, -3.41)
C (-0.80, 2.91, -2.66)
As (-0.42, 3.15, -0.74)
C (-1.22, 4.44, 0.57)
C (-0.39, 1.65, -3.06)
O (0.08, 0.78, -2.21)
O (-0.58, 1.14, -4.30)
C (-1.63, 1.68, -5.08)
C (-1.25, 5.20, -2.75)
O (-2.08, 5.04, -1.86)
O (-0.81, 6.41, -3.12)
C (-1.33, 7.49, -2.39)
C (3.16, 4.75, -2.46)
O (3.68, 4.83, -3.55)
O (3.84, 4.96, -1.32)
C (5.16, 5.46, -1.47)
H (3.00, 3.28, 2.68)
H (1.81, 4.61, 2.91)
H (3.28, 4.87, 1.94)
H (2.10, 5.70, -5.77)
H (1.67, 6.53, -4.28)
H (0.40, 6.07, -5.43)
H (-0.77, 5.40, 0.35)
H (-0.95, 4.14, 1.59)
H (-2.32, 4.52, 0.50)
H (-1.87, 0.91, -5.81)
H (-1.31, 2.59, -5.59)
H (-2.51, 1.88, -4.46)
H (-0.84, 8.39, -2.75)
H (-1.13, 7.37, -1.32)
H (-2.41, 7.56, -2.53)
H (5.69, 5.21, -0.55)
H (5.14, 6.54, -1.61)
H (5.64, 5.00, -2.34)
N (-1.93, 1.69, 3.14)
C (-1.71, 1.79, 4.45)
C (-0.35, 2.00, 4.62)
C (0.17, 1.99, 3.33)
N (-0.79, 1.82, 2.43)
H (-2.86, 1.52, 2.72)
H (-2.51, 1.70, 5.15)
H (0.20, 2.14, 5.53)
H (1.20, 2.11, 3.02)
Se (1.32, -0.58, 1.54)
N (1.66, 0.77, 0.48)
C (2.96, 1.08, 0.61)
C (3.67, 1.99, -0.17)
C (5.00, 2.20, 0.11)
C (5.64, 1.53, 1.17)
C (4.97, 0.61, 1.93)
C (3.63, 0.34, 1.64)
N (2.89, -0.58, 2.22)
H (3.19, 2.51, -0.99)
H (5.56, 2.88, -0.51)
H (6.67, 1.75, 1.36)
H (5.45, 0.07, 2.73)

* Kohn-Sham gap (alpha / beta): 5.49 / 5.42 eV
* energy above the lowest of the compared OMol25 structures with the same formula, charge and spin: 4.162 eV
* <S²>: 0.766
* multiplicity: 2

=====

The following is a DFT calculation (ωB97M-V with the def2-TZVPD basis set) of a molecular structure, C36H54CsIN5O6P in a non-equilibrium geometry.

Atoms and positions in Å:
Cs (-1.03, -0.18, 0.84)
C (1.72, -8.07, -0.32)
O (0.84, -7.00, -0.53)
C (1.23, -5.75, -0.10)
C (2.56, -5.49, 0.32)
C (2.86, -4.23, 0.77)
C (1.93, -3.19, 0.82)
C (2.24, -1.91, 1.42)
C (3.65, -1.71, 1.98)
O (1.44, -0.99, 1.55)
C (0.59, -3.41, 0.29)
O (-0.27, -2.51, 0.20)
C (0.30, -4.76, -0.12)
H (1.17, -8.98, -0.54)
H (2.07, -8.11, 0.72)
H (2.60, -8.01, -0.97)
H (3.32, -6.25, 0.29)
H (3.88, -4.06, 1.11)
H (3.86, -2.43, 2.77)
H (3.72, -0.70, 2.39)
H (4.40, -1.82, 1.20)
H (-0.72, -4.96, -0.45)
N (-0.74, 2.57, 0.38)
P (0.57, 3.21, 0.70)
N (1.21, 3.10, 2.30)
C (0.18, 3.05, 3.33)
C (0.59, 2.11, 4.50)
C (1.76, 1.22, 4.07)
C (2.96, 2.08, 3.70)
C (2.51, 3.31, 2.87)
N (1.98, 2.73, -0.26)
C (2.86, 1.67, 0.26)
C (3.49, 0.85, -0.87)
C (3.82, 1.76, -2.05)
C (2.52, 2.33, -2.64)
C (1.43, 2.36, -1.57)
N (0.61, 4.94, 0.49)
C (-0.21, 5.54, -0.54)
C (0.61, 5.98, -1.76)
C (1.77, 6.88, -1.34)
C (2.59, 6.19, -0.25)
C (1.66, 5.82, 0.91)
H (-0.74, 2.71, 2.86)
H (0.00, 4.06, 3.74)
H (-0.27, 1.49, 4.78)
H (0.88, 2.69, 5.38)
H (1.45, 0.63, 3.21)
H (2.03, 0.52, 4.87)
H (3.68, 1.49, 3.13)
H (3.47, 2.44, 4.61)
H (3.24, 3.52, 2.08)
H (2.48, 4.19, 3.53)
H (2.33, 0.99, 0.94)
H (3.67, 2.15, 0.82)
H (2.81, 0.06, -1.19)
H (4.40, 0.37, -0.49)
H (4.38, 1.21, -2.81)
H (4.45, 2.58, -1.70)
H (2.17, 1.72, -3.48)
H (2.70, 3.34, -3.02)
H (0.92, 1.39, -1.51)
H (0.65, 3.08, -1.83)
H (-0.72, 6.43, -0.14)
H (-0.98, 4.81, -0.83)
H (-0.04, 6.49, -2.48)
H (1.02, 5.09, -2.26)
H (1.37, 7.82, -0.94)
H (2.40, 7.14, -2.20)
H (3.41, 6.84, 0.09)
H (3.01, 5.26, -0.64)
H (1.21, 6.75, 1.31)
H (2.23, 5.36, 1.72)
C (-2.61, -6.14, -4.23)
C (-3.39, -5.24, -3.30)
C (-4.33, -5.76, -2.42)
C (-4.99, -4.94, -1.51)
C (-6.01, -5.54, -0.58)
C (-4.71, -3.57, -1.47)
C (-3.77, -3.03, -2.37)
C (-3.38, -1.56, -2.40)
C (-3.14, -3.88, -3.27)
C (-5.40, -2.69, -0.43)
O (-6.11, -1.76, -0.90)
O (-5.28, -3.02, 0.76)
H (-3.03, -7.14, -4.27)
H (-1.57, -6.22, -3.89)
H (-2.59, -5.73, -5.25)
H (-4.55, -6.82, -2.44)
H (-5.97, -6.63, -0.61)
H (-7.02, -5.22, -0.86)
H (-5.83, -5.19, 0.43)
H (-4.24, -0.92, -2.27)
H (-2.90, -1.35, -3.36)
H (-2.65, -1.35, -1.61)
H (-2.41, -3.46, -3.96)
N (-4.87, 1.41, 0.23)
C (-3.85, 1.76, 1.00)
O (-3.18, 0.97, 1.66)
C (-3.44, 3.21, 1.10)
I (-4.60, 4.69, 0.09)
H (-5.17, 0.42, 0.08)
H (-5.38, 2.11, -0.29)
H (-2.38, 3.26, 0.74)
H (-3.44, 3.49, 2.16)

* Kohn-Sham gap: 5.98 eV
* energy above the lowest of the compared OMol25 structures with the same formula, charge and spin: 2.013 eV
* total charge: -2

=====

The following is a DFT calculation (ωB97M-V with the def2-TZVPD basis set) of a molecular structure, C17H19F9MoN6O5S2Se in a non-equilibrium geometry.

Atoms and positions in Å:
Mo (-0.64, -0.34, 0.66)
C (3.34, -1.47, 2.14)
C (2.07, -1.33, 1.39)
N (0.97, -0.87, 1.90)
N (0.98, -0.58, 3.24)
C (-0.24, -0.58, 3.72)
N (-0.39, -0.35, 5.03)
S (-1.65, -0.97, 2.78)
C (1.92, -1.75, 0.00)
C (2.89, -2.41, -0.73)
C (2.58, -2.88, -2.00)
C (1.31, -2.65, -2.51)
C (0.40, -1.96, -1.74)
N (0.69, -1.53, -0.51)
H (3.16, -1.37, 3.20)
H (4.04, -0.68, 1.84)
H (3.81, -2.43, 1.94)
H (0.39, 0.05, 5.52)
H (-1.31, -0.11, 5.36)
H (3.86, -2.57, -0.30)
H (3.31, -3.42, -2.58)
H (1.03, -2.99, -3.50)
H (-0.60, -1.74, -2.09)
Se (-4.11, -3.35, -0.89)
C (-2.77, -2.38, -0.34)
N (-1.84, -1.74, -0.01)
F (1.84, 3.95, 2.96)
C (1.35, 2.71, 2.79)
F (1.14, 2.21, 4.01)
F (2.29, 1.98, 2.20)
C (0.03, 2.70, 1.93)
O (-0.21, 1.47, 1.45)
C (-1.16, 3.14, 2.84)
F (-1.55, 2.14, 3.64)
F (-0.84, 4.18, 3.63)
F (-2.21, 3.50, 2.10)
C (0.19, 3.77, 0.78)
F (-0.66, 3.52, -0.20)
F (1.43, 3.75, 0.28)
F (-0.04, 5.01, 1.21)
C (3.76, 1.14, -4.07)
C (3.21, 1.58, -2.71)
S (1.56, 0.95, -2.42)
O (1.24, 1.23, -0.97)
C (0.61, 2.08, -3.46)
C (0.84, 3.56, -3.21)
H (4.80, 1.43, -4.16)
H (3.21, 1.61, -4.89)
H (3.70, 0.06, -4.18)
H (3.20, 2.66, -2.59)
H (3.78, 1.16, -1.88)
H (-0.42, 1.78, -3.26)
H (0.85, 1.78, -4.48)
H (1.03, 3.75, -2.16)
H (-0.06, 4.12, -3.49)
H (1.67, 3.95, -3.80)
O (-2.63, 0.86, 0.57)
N (-2.50, 1.20, -0.65)
O (-3.25, 1.93, -1.22)
O (-1.46, 0.70, -1.22)

* Kohn-Sham gap (alpha / beta): 6.77 / 6.32 eV
* energy above the lowest of the compared OMol25 structures with the same formula, charge and spin: 0.000 eV
* <S²>: 2.031
* multiplicity: 3

=====

The following is a DFT calculation (ωB97M-V with the def2-TZVPD basis set) of C4H7N3O in the gas phase in a non-equilibrium geometry.

Atoms and positions in Å:
C (-2.22, -0.27, 0.61)
C (0.66, -0.53, -0.75)
C (1.91, 0.17, -0.05)
C (0.27, 1.64, -0.19)
H (-2.16, 0.28, 1.54)
H (-1.58, -1.15, 0.94)
H (-3.33, -0.72, 0.52)
H (0.68, -1.43, -0.07)
H (0.79, -0.86, -1.81)
H (3.01, -1.32, -0.15)
H (-0.28, 2.44, 0.10)
N (-0.39, 0.43, -0.73)
N (2.98, -0.36, 0.35)
N (1.41, 1.37, 0.22)
O (-1.74, 0.30, -0.53)

* Kohn-Sham gap: 9.11 eV
* energy above the lowest of the compared OMol25 structures with the same formula, charge and spin: 5.205 eV
* SMILES: [H]/N=C1\CN(OC)C=N1

=====

The following is a DFT calculation (ωB97M-V with the def2-TZVPD basis set) of a molecular structure, C21H36BaP2S in a non-equilibrium geometry.

Atoms and positions in Å:
P (-0.41, -1.76, -1.20)
P (0.33, 1.43, -2.70)
C (-1.32, -0.96, -2.55)
C (-0.45, -0.08, -3.46)
H (-2.21, -0.43, -2.17)
H (-1.68, -1.81, -3.15)
H (0.37, -0.67, -3.90)
H (-1.08, 0.26, -4.29)
C (-0.62, 2.55, -4.00)
H (-0.26, 3.58, -3.96)
H (-1.70, 2.56, -3.81)
H (-0.44, 2.15, -5.00)
C (1.87, 2.07, -3.73)
H (1.76, 1.69, -4.74)
H (2.85, 1.74, -3.35)
H (1.91, 3.18, -3.77)
C (-1.53, -2.53, -0.08)
H (-0.91, -3.04, 0.69)
H (-2.13, -3.27, -0.61)
H (-2.26, -1.77, 0.29)
C (0.42, -3.13, -2.06)
H (1.18, -2.74, -2.75)
H (-0.33, -3.68, -2.63)
H (0.89, -3.82, -1.35)
Ba (-1.69, -1.44, 2.59)
C (0.38, 2.96, -1.44)
C (-0.80, 2.08, -1.36)
C (-1.05, 1.17, -0.19)
C (0.14, 0.31, 0.32)
C (0.90, -0.50, -0.80)
C (1.59, 0.48, -1.69)
C (2.36, 1.48, -0.79)
C (1.57, 2.79, -0.54)
C (0.72, -2.77, 2.19)
H (0.25, 3.94, -1.90)
H (-1.73, 2.51, -1.77)
H (-1.92, 0.54, -0.43)
H (-1.37, 1.79, 0.66)
H (0.82, 0.97, 0.83)
H (-0.13, -0.35, 1.15)
H (1.67, -1.12, -0.31)
H (2.26, -0.04, -2.38)
H (3.33, 1.74, -1.22)
H (2.58, 1.00, 0.17)
H (1.25, 2.87, 0.51)
H (2.27, 3.62, -0.70)
H (1.27, -2.22, 2.96)
H (1.37, -2.81, 1.30)
H (0.56, -3.81, 2.55)
S (-0.95, 1.60, 3.25)
C (-0.87, 0.49, 4.53)
C (0.31, -0.27, 4.76)
C (0.27, -1.34, 5.65)
C (-0.90, -1.60, 6.39)
C (-2.10, -0.94, 6.06)
C (-2.08, 0.14, 5.18)
H (1.21, -0.01, 4.22)
H (1.16, -1.95, 5.81)
H (-0.87, -2.29, 7.24)
H (-3.04, -1.25, 6.52)
H (-2.98, 0.70, 4.94)

* Kohn-Sham gap: 3.20 eV
* energy above the lowest of the compared OMol25 structures with the same formula, charge and spin: 0.000 eV

=====

The following is a DFT calculation (ωB97M-V with the def2-TZVPD basis set) of 7 unconnected molecules or ions with the total composition H14O7 in a non-equilibrium geometry.

Atoms and positions in Å:
O (-18.97, 7.16, -3.90)
H (-19.75, 6.87, -4.37)
H (-19.29, 7.81, -3.28)
O (-23.07, 5.31, -8.87)
H (-22.50, 6.00, -8.53)
H (-22.67, 5.06, -9.70)
O (-20.83, 4.37, -3.86)
H (-20.45, 4.61, -4.70)
H (-21.58, 3.82, -4.08)
O (-22.18, 7.83, -8.02)
H (-21.81, 8.67, -8.30)
H (-22.99, 7.74, -8.53)
O (-16.68, 6.22, -4.80)
H (-17.44, 6.48, -4.27)
H (-16.70, 5.26, -4.79)
O (-18.65, 8.63, -6.23)
H (-19.31, 9.29, -6.43)
H (-18.36, 8.85, -5.35)
O (-20.36, 6.15, -6.21)
H (-20.92, 6.71, -6.74)
H (-19.49, 6.55, -6.28)

* Kohn-Sham gap (alpha / beta): 10.59 / 2.67 eV
* energy above the lowest of the compared OMol25 structures with the same formula, charge and spin: 1.151 eV
* <S²>: 0.756
* multiplicity: 2
* total charge: +1